No. 1
Density functional theory data (ωB97M-V/def2-TZVPD) for C18H11BrCl3N4O2PtSe2 as an isolated structure.

charge: +1
E_HOMO: -10.97 eV
F_max: 0.75 eV/Å

Structure (XYZ):
```
42
C18H11BrCl3N4O2PtSe2 (ωB97M-V/def2-TZVPD)
Pt 0.1622 -0.8814 0.1159
Se 2.5398 -0.9968 2.5598
Se 0.4623 -1.8957 3.0319
C -0.8433 -0.4897 2.7253
C -1.4645 0.0998 3.8080
C -2.4987 1.0038 3.5908
C -2.8785 1.3003 2.2976
C -2.2087 0.6867 1.2522
N -1.2260 -0.1892 1.4600
C 2.9447 -1.4651 0.7111
C 4.3015 -1.6106 0.4476
C 4.7087 -2.0071 -0.8112
C 3.7504 -2.2902 -1.7770
C 2.4261 -2.1095 -1.4546
N 2.0330 -1.6809 -0.2396
H -1.1400 -0.1464 4.8086
H -2.9936 1.4733 4.4302
H -3.6693 2.0050 2.0862
H -2.4438 0.8982 0.2179
H 5.0251 -1.4267 1.2302
H 5.7624 -2.1139 -1.0310
H 4.0227 -2.6330 -2.7643
H 1.6326 -2.2828 -2.1694
Br -0.9811 -1.2846 -3.7934
C -0.2423 0.4063 -3.3285
C -0.1871 1.4052 -4.2889
C 0.3766 2.6111 -3.9070
C 0.8572 2.7673 -2.6142
C 0.7424 1.7016 -1.7395
N 0.1924 0.5395 -2.1000
C 1.2666 1.8316 -0.3224
O 1.8398 2.8419 0.0050
O 1.0812 0.8352 0.5193
H -0.5676 1.2395 -5.2856
H 0.4442 3.4236 -4.6182
H 1.3182 3.6811 -2.2691
Cl -2.4203 -5.3247 -1.8775
C -2.8622 -4.2322 -0.5712
Cl -3.0923 -5.1023 0.9418
Cl -4.2907 -3.2837 -0.9859
C -1.7506 -3.2787 -0.3814
N -0.8747 -2.5637 -0.2256
```

---

No. 2
Density functional theory data (ωB97M-V/def2-TZVPD) for C18H11Cl2N3O5ReS2 as an isolated structure in a non-equilibrium geometry.

2S+1: 2
charge: +2
E_HOMO (alpha / beta): -14.91 / -14.96 eV
F_max: 2.07 eV/Å

Structure (XYZ):
```
42
C18H11Cl2N3O5ReS2 (ωB97M-V/def2-TZVPD)
Re -0.1098 0.1290 0.5319
Cl 5.9695 4.2596 -0.1433
C 4.7337 3.0798 -0.0539
C 5.0667 1.7291 0.0216
C 4.0782 0.7685 0.1184
Cl 4.5369 -0.8992 0.2329
C 2.7371 1.1196 0.1705
O 1.7982 0.1533 0.3604
C 2.4122 2.4764 0.0561
C 1.0558 2.9076 0.1158
O 0.0811 2.1627 0.3324
C 3.4111 3.4508 -0.0548
H 6.1080 1.4340 0.0102
H 0.8432 3.9695 -0.0177
H 3.1415 4.4977 -0.1274
O -2.1295 1.9698 -1.2719
C -2.6881 1.1279 -0.6445
N -1.9534 0.0854 0.0907
S -3.0827 -1.2136 0.5632
O -2.8491 -2.2888 -0.3386
O -2.9406 -1.3944 1.9670
C -4.4906 -0.2681 0.1342
C -5.8022 -0.6368 0.3464
C -6.7789 0.2520 -0.0891
C -6.4396 1.4522 -0.7086
C -5.1128 1.8023 -0.9134
C -4.1333 0.9235 -0.4855
H -6.0638 -1.5720 0.8238
H -7.8200 -0.0014 0.0584
H -7.2224 2.1240 -1.0339
H -4.8384 2.7375 -1.3833
S -0.0087 -2.0779 1.2343
C 0.4986 -3.0273 -0.1739
N 1.7191 -2.8318 -0.7051
C 2.1442 -3.5487 -1.7617
C 1.3174 -4.4917 -2.3040
C 0.0842 -4.6778 -1.6815
N -0.3041 -3.9573 -0.6262
H 2.3329 -2.1158 -0.3113
H 3.1422 -3.3434 -2.1249
H 1.6213 -5.0742 -3.1608
H -0.6143 -5.4320 -2.0239
```

---

No. 3
Density functional theory data (ωB97M-V/def2-TZVPD) for C18H11Cl3NNaO as an isolated structure in a non-equilibrium geometry.

E_HOMO: -4.91 eV
F_max: 6.94 eV/Å

Structure (XYZ):
```
35
C18H11Cl3NNaO (ωB97M-V/def2-TZVPD)
C 1.3910 1.9417 -0.7900
Na 3.3680 0.6867 -1.3335
C 0.9587 1.3535 -2.2048
C -0.4317 1.4697 -2.3053
C -0.5392 2.8512 -1.9730
C 0.9124 3.0090 -1.6135
C 1.5775 4.2011 -1.9455
C 0.7923 5.3144 -2.3091
C -0.6263 5.2471 -2.2962
C -1.2907 4.0040 -2.2202
H 1.0384 2.0374 0.2922
H 1.6206 1.0035 -2.9856
H -1.1815 0.8415 -2.7550
H 2.5809 4.2417 -1.6201
H 1.2440 6.2811 -2.4596
H -1.1799 6.1073 -2.3459
H -2.3814 3.8739 -2.2336
Cl -1.3122 -0.9826 -0.9015
C 0.0511 -1.9526 -0.2716
Cl 1.6182 -1.5027 -1.1271
C 0.2033 -1.4218 1.2076
O 0.6026 -0.2879 1.3902
C -0.2243 -2.3720 2.2919
C -0.6572 -3.7085 2.0178
C -1.0389 -4.4869 3.1202
C -0.9698 -3.9575 4.3933
C -0.5294 -2.6328 4.5446
N -0.1720 -1.8674 3.5237
C -0.6523 -4.1668 0.6435
Cl -1.2080 -5.7455 0.3098
C -0.2443 -3.3777 -0.3908
H -1.3762 -5.4997 2.9452
H -1.2441 -4.5387 5.2654
H -0.4695 -2.1954 5.5334
H -0.2299 -3.7685 -1.3971
```

---

No. 4
Density functional theory data (ωB97M-V/def2-TZVPD) for C18H11FN3O3S2Tl as an isolated structure.

charge: -2
E_HOMO: -1.13 eV
F_max: 0.55 eV/Å

Structure (XYZ):
```
39
C18H11FN3O3S2Tl (ωB97M-V/def2-TZVPD)
Tl -0.6288 -0.7941 -0.0543
C 5.8366 1.5383 4.4984
C 5.7557 0.0532 4.1365
C 7.1094 -0.5327 3.7464
C 7.6162 0.0995 2.4548
C 6.5503 0.0514 1.3880
C 6.8960 0.1416 0.0522
C 5.9116 0.0652 -0.9202
F 6.2954 0.1760 -2.2155
C 4.5944 -0.1317 -0.6091
C 4.2195 -0.2328 0.7331
C 2.7899 -0.4726 1.0525
O 2.0038 -0.6493 0.1295
C 2.4753 -0.4528 2.4666
C 3.4765 -0.2961 3.3588
N 4.8018 -0.1606 3.0556
C 5.1972 -0.1121 1.7347
C 1.0674 -0.6452 3.0980
O 1.0292 -0.4748 4.3297
O 0.1355 -0.9615 2.3267
H 6.5532 1.6996 5.3069
H 4.8577 1.8923 4.8222
H 6.1381 2.1306 3.6339
H 5.3738 -0.4900 5.0026
H 6.9918 -1.6092 3.5976
H 7.8169 -0.3778 4.5628
H 8.5006 -0.4346 2.1023
H 7.9224 1.1332 2.6412
H 7.9312 0.2693 -0.2406
H 3.8239 -0.2124 -1.3652
H 3.2134 -0.2681 4.4098
S -2.2696 1.4896 0.7722
C -1.8579 2.1670 -0.7538
S -0.3373 1.7828 -1.4653
C -2.7752 2.9901 -1.4431
C -4.0385 3.3387 -0.9093
N -5.0762 3.6823 -0.5264
C -2.5218 3.5239 -2.7274
N -2.3836 3.9656 -3.7895
```

---

No. 5
Density functional theory data (ωB97M-V/def2-TZVPD) for C18H12ClN3O4S4SbTc as an isolated structure.

2S+1: 2
charge: -1
E_HOMO (alpha / beta): -5.36 / -5.16 eV
F_max: 0.30 eV/Å

Structure (XYZ):
```
44
C18H12ClN3O4S4SbTc (ωB97M-V/def2-TZVPD)
Tc 0.1135 -0.3304 -1.2315
O 1.1115 -1.1492 5.6465
C 0.3340 -0.3135 5.1532
O -0.4290 0.5116 5.6757
C 0.3301 -0.3001 3.5980
C 1.1843 -1.1270 2.8775
C 1.1708 -1.0637 1.4965
N 0.3117 -0.2683 0.8555
C -0.3913 0.6541 1.5226
C -0.4319 0.6356 2.9056
C -0.8455 1.7575 0.6502
C -1.6341 2.8053 1.0920
C -1.8734 3.8662 0.2360
C -1.3122 3.8510 -1.0286
C -0.5649 2.7535 -1.4133
N -0.3272 1.7245 -0.5997
C 2.1861 -1.5958 0.5719
C 3.1927 -2.4700 0.9533
C 4.1710 -2.8012 0.0360
C 4.1207 -2.2340 -1.2287
C 3.0796 -1.3830 -1.5434
N 2.1200 -1.0680 -0.6690
H 1.8641 -1.7509 3.4415
H -0.9846 1.3537 3.4963
H -2.0498 2.7808 2.0885
H -2.4960 4.6916 0.5538
H -1.4794 4.6539 -1.7313
H -0.1598 2.6723 -2.4126
H 3.1970 -2.8732 1.9553
H 4.9635 -3.4863 0.3050
H 4.8686 -2.4538 -1.9770
H 2.9858 -0.9537 -2.5297
S 1.2783 -1.2964 -4.5557
Sb -0.3265 -3.0212 -3.8726
S -0.0873 -2.7399 -1.5502
S 0.5991 0.2546 -3.3115
S -2.3339 -2.0355 -4.5227
Cl -4.9735 1.3678 -0.5560
C -4.2094 0.0205 -1.4633
C -2.7816 0.3978 -1.8441
O -2.5654 1.2542 -2.6805
O -1.9021 -0.2995 -1.2008
H -4.7958 -0.1363 -2.3641
H -4.2279 -0.8556 -0.8247
```

---

No. 6
Density functional theory data (ωB97M-V/def2-TZVPD) for C18H12F2O6V as an isolated structure in a non-equilibrium geometry.

charge: -1
E_HOMO: -3.59 eV
F_max: 7.38 eV/Å

Structure (XYZ):
```
39
C18H12F2O6V (ωB97M-V/def2-TZVPD)
O -2.8230 0.6480 -3.9488
V -3.6343 1.4708 -2.8596
O -3.7023 3.0522 -3.2098
C -8.6818 -3.2575 1.0357
C -8.6448 -4.3966 1.9874
C -7.4858 -4.4768 3.0342
O -7.5442 -5.3471 3.8548
C -6.2622 -3.7212 2.6704
C -6.3544 -2.7634 1.6758
C -7.6286 -2.5167 0.8904
O -7.6059 -1.7071 -0.1337
O -5.2651 -2.0927 1.4205
O -9.4875 -5.2678 1.9809
H -9.5581 -3.1335 0.4168
H -5.3443 -3.8860 3.2151
F 1.2409 3.6829 0.1791
C 2.1718 4.3351 0.9321
C 1.9199 5.5830 1.3785
C 2.8781 6.3123 2.1045
C 4.1239 5.7114 2.4178
C 4.3433 4.4295 1.9425
C 3.4116 3.7014 1.1960
H 0.9739 6.0455 1.1382
H 2.7870 7.3728 2.2874
H 4.8580 6.2691 2.9804
H 5.2672 3.9740 2.2671
H 3.6513 2.7389 0.7688
F 6.7298 -3.2493 -0.7722
C 5.9833 -2.5986 -1.6903
C 4.6531 -2.9563 -1.9774
C 3.8743 -2.2538 -2.9420
C 4.4483 -1.2661 -3.6916
C 5.7522 -0.8519 -3.3894
C 6.5114 -1.4877 -2.3214
H 4.2260 -3.7872 -1.4355
H 2.8310 -2.5169 -3.0351
H 3.7727 -0.7194 -4.3329
H 6.1177 0.0185 -3.9140
H 7.4958 -1.0916 -2.1204
```

---

No. 7
Density functional theory data (ωB97M-V/def2-TZVPD) for one molecule with the formula C18H12FNO5 in a non-equilibrium geometry.

structure (SMILES): O=C(c1cccc(O)c1O)c1cccc(-c2cccc(O)c2F)[n+]1[O-]
E_HOMO: -8.37 eV
F_max: 3.24 eV/Å

Structure (XYZ):
```
37
C18H12FNO5 (ωB97M-V/def2-TZVPD)
O 0.8622 3.4268 -1.0212
C 0.7075 2.1987 -0.9838
C 0.6021 1.4047 -2.2702
C 0.7343 -0.0312 -2.2597
C 0.7195 -0.8153 -3.4194
C 0.5491 -0.1710 -4.6553
C 0.3673 1.2413 -4.6767
O 0.2133 1.9164 -5.8578
C 0.3817 2.0171 -3.4991
O 0.2791 3.3954 -3.6388
C 0.8953 1.5692 0.2898
C 2.0224 1.9200 1.0487
C 2.2473 1.2693 2.2675
C 1.3305 0.3275 2.6824
C 0.2140 -0.0031 1.9084
C -0.7164 -1.0174 2.4305
C -1.4902 -0.6889 3.5742
C -2.3572 -1.6484 4.1521
C -2.5031 -2.9302 3.5604
C -1.7519 -3.2418 2.4089
O -1.9127 -4.4629 1.8304
C -0.8754 -2.2897 1.8543
F -0.1419 -2.6124 0.7592
N -0.0010 0.6537 0.7504
O -1.0829 0.4442 0.1965
H 0.8578 -0.6012 -1.3085
H 0.8286 -1.9092 -3.3606
H 0.5133 -0.7485 -5.5546
H -0.0439 2.8179 -5.6399
H 0.3728 3.8338 -2.7851
H 2.6919 2.6911 0.7186
H 3.0899 1.5011 2.8865
H 1.4685 -0.1777 3.6429
H -1.3356 0.2797 4.0792
H -3.0495 -1.4530 4.9832
H -3.1807 -3.6563 3.9678
H -1.5060 -4.4497 0.9389
```

---

No. 8
Density functional theory data (ωB97M-V/def2-TZVPD) for one molecule with the formula C18H13Cl2NO3S in a non-equilibrium geometry.

structure (SMILES): O=C1C[C@H](c2ccc(Cl)cc2)CC2=Nc3ccc(Cl)cc3S(=O)(=O)[C@@H]12
E_HOMO: -9.36 eV
F_max: 5.16 eV/Å

Structure (XYZ):
```
38
C18H13Cl2NO3S (ωB97M-V/def2-TZVPD)
O 0.8503 2.4184 1.5849
C 0.7063 1.4305 0.9205
C -0.5811 1.2909 0.0735
C -1.0079 -0.2001 -0.0985
C -2.4865 -0.2987 -0.2294
C -3.3584 0.1321 0.7984
C -4.7425 -0.0944 0.6814
C -5.2683 -0.7325 -0.4351
Cl -6.9569 -0.9858 -0.5884
C -4.4203 -1.2139 -1.3862
C -3.0259 -0.9871 -1.2973
C -0.5661 -1.0791 1.0635
C 0.9163 -1.0535 1.1399
N 1.5273 -2.2248 1.1086
C 2.8943 -2.3570 0.8596
C 3.5374 -3.5668 1.0682
C 4.9203 -3.6920 0.8179
C 5.6884 -2.5978 0.3804
Cl 7.4281 -2.7320 0.1274
C 5.0335 -1.4021 0.1470
C 3.6400 -1.2922 0.4048
S 2.7923 0.2598 0.0249
O 3.7134 1.3960 0.0944
O 2.1843 0.1772 -1.3091
C 1.5778 0.2546 1.2553
H -1.3963 1.8839 0.5206
H -0.3478 1.6959 -0.9319
H -0.5694 -0.5828 -1.0139
H -2.9784 0.6035 1.6786
H -5.4571 0.2342 1.4388
H -4.8772 -1.7658 -2.2284
H -2.3745 -1.4799 -2.0163
H -0.9956 -0.7972 2.0218
H -0.9111 -2.1308 0.8679
H 2.9500 -4.3907 1.4700
H 5.3673 -4.6767 0.9705
H 5.6275 -0.5753 -0.2351
H 2.0748 0.3677 2.2190
```

---

No. 9
Density functional theory data (ωB97M-V/def2-TZVPD) for C18H13LiN3S3 as an isolated structure in a non-equilibrium geometry.

charge: -1
E_HOMO: -2.22 eV
F_max: 2.87 eV/Å

Structure (XYZ):
```
38
C18H13LiN3S3 (ωB97M-V/def2-TZVPD)
Li 0.0588 -0.0659 -0.0251
S -0.8299 -1.9590 -1.1580
C 0.6370 -2.5074 -1.8792
C 0.5735 -3.7314 -2.5584
C 1.6596 -4.2784 -3.2002
C 2.8751 -3.6009 -3.1828
C 2.9695 -2.4034 -2.5142
C 1.8806 -1.8236 -1.8490
S 2.1799 -0.3156 -1.0698
H -0.3772 -4.2462 -2.5629
H 1.5662 -5.2268 -3.7152
H 3.7397 -4.0112 -3.6902
H 3.9080 -1.8675 -2.4862
N -0.8474 2.1564 3.3525
C -0.5683 1.5440 4.5620
C -0.8914 2.1643 5.7612
C -0.6194 1.5510 6.9772
C -0.0385 0.2964 7.0085
C 0.3083 -0.3268 5.8186
C 0.0662 0.2925 4.6073
S 0.5901 -0.4747 3.0961
N -0.2010 0.3806 1.9233
C -0.7794 1.5235 2.1126
C -1.3760 2.1573 0.9716
C -2.3516 3.1762 1.0486
C -2.8581 3.7101 -0.1112
C -2.3839 3.2468 -1.3410
C -1.4493 2.2226 -1.3274
N -0.9657 1.6878 -0.2294
H -1.2877 3.0605 3.3930
H -1.3489 3.1446 5.7329
H -0.8746 2.0537 7.8985
H 0.1548 -0.1984 7.9483
H 0.7831 -1.2954 5.8182
H -2.7386 3.5104 2.0024
H -3.6245 4.4742 -0.0819
H -2.7544 3.6463 -2.2710
H -1.0605 1.8098 -2.2479
```

---

No. 10
Density functional theory data (ωB97M-V/def2-TZVPD) for C18H14AsF8I2N3OV as an isolated structure.

2S+1: 2
charge: +2
E_HOMO (alpha / beta): -15.22 / -15.23 eV
F_max: 0.26 eV/Å

Structure (XYZ):
```
48
C18H14AsF8I2N3OV (ωB97M-V/def2-TZVPD)
V -0.5089 -0.9137 -0.5116
I -3.2814 -0.5112 -0.9145
C -4.4561 -2.3287 -0.8802
I -4.3301 -3.4440 0.8901
H -4.1154 -2.9048 -1.7297
H -5.4628 -1.9487 -1.0137
F -1.9605 -1.3600 4.4817
C -0.9667 -1.1839 3.6262
C -1.2280 -1.3218 2.2669
C -0.1594 -1.1187 1.4090
C 1.1410 -0.8419 1.8416
C 1.3297 -0.7208 3.2122
F 2.5385 -0.4445 3.6877
C 0.2915 -0.8828 4.1141
C 2.1412 -0.7473 0.7784
C 3.5113 -0.6233 0.9196
C 4.3033 -0.6177 -0.2198
C 3.7140 -0.7455 -1.4686
C 2.3421 -0.8618 -1.5432
N 1.5715 -0.8487 -0.4464
H -2.2219 -1.6035 1.9426
H 0.4685 -0.7922 5.1777
H 3.9505 -0.5455 1.9014
H 5.3775 -0.5272 -0.1291
H 4.3025 -0.7664 -2.3742
H 1.8423 -0.9901 -2.4936
N -0.9843 6.1941 -0.3399
C -0.1502 5.3785 -1.0142
O 0.7693 5.7360 -1.7114
C -0.3522 3.8832 -0.8283
C -0.8647 3.2941 0.3212
C -0.9016 1.9183 0.4132
N -0.4568 1.1285 -0.5833
C 0.0327 1.6998 -1.7050
C 0.1017 3.0624 -1.8570
H -0.8726 7.1874 -0.4779
H -1.8439 5.8742 0.0696
H -1.2027 3.8845 1.1619
H -1.2740 1.4225 1.3002
H 0.3756 1.0325 -2.4863
H 0.5243 3.5042 -2.7490
F -0.2960 -1.7643 -2.1229
As -0.4294 -3.9196 -1.7441
F -2.0405 -3.6659 -2.2164
F -0.8859 -3.0354 -0.2317
F -0.6050 -5.4555 -1.1363
F 1.1696 -3.6352 -1.2528
F 0.0522 -4.1297 -3.3345
```

---

No. 11
Density functional theory data (ωB97M-V/def2-TZVPD) for C18H14ClFeNO6S as an isolated structure in a non-equilibrium geometry.

2S+1: 5
E_HOMO (alpha / beta): -6.62 / -8.80 eV
F_max: 5.18 eV/Å

Structure (XYZ):
```
42
C18H14ClFeNO6S (ωB97M-V/def2-TZVPD)
C -3.6886 0.7479 1.2894
O -2.3608 1.1880 1.6086
C -1.2448 0.4018 1.3664
C -0.5884 -0.3607 2.3963
C -0.2307 -1.7983 2.0007
C -0.0819 -2.0484 0.5166
C -0.1138 -0.9856 -0.3032
C -0.5520 0.3513 0.0992
Fe 0.5006 1.5070 1.8559
C 1.6041 1.3502 3.1654
O 2.4493 1.5050 3.9420
C -0.1703 3.0165 2.3177
O -0.2316 4.1315 2.6379
C 1.6485 2.1446 0.7238
O 2.5230 2.6936 0.1957
H -4.3037 1.6296 1.4906
H -3.7674 0.4552 0.2290
H -3.9853 -0.0793 1.9551
H -0.9177 -0.2637 3.4448
H 0.6942 -2.0740 2.5501
H -1.0191 -2.4751 2.4063
H 0.1348 -3.1371 0.1137
H 0.1541 -1.0786 -1.3678
H -0.7522 1.1031 -0.6851
N 3.4948 -11.5198 0.1228
C 2.8689 -10.5336 0.0755
C 2.1088 -9.3098 0.0240
C 1.6462 -8.8180 -1.2016
C 0.9153 -7.6345 -1.2525
C 0.6368 -6.9548 -0.0672
S -0.3829 -5.4737 -0.1235
C 0.7879 -4.1216 -0.3120
Cl 1.3226 -3.8864 -1.9239
O -1.2540 -5.5808 -1.2677
O -0.9154 -5.2608 1.2066
C 1.1086 -7.4213 1.1609
C 1.8470 -8.6004 1.2005
H 1.8506 -9.3717 -2.1180
H 0.5438 -7.2514 -2.2005
H 1.6330 -4.3878 0.3255
H 0.8790 -6.8798 2.0760
H 2.2136 -8.9822 2.1536
```

---

No. 12
Density functional theory data (ωB97M-V/def2-TZVPD) for C18H14ClN3O2Ti as an isolated structure in a non-equilibrium geometry.

charge: +2
E_HOMO (alpha / beta): -14.70 / -14.70 eV
F_max: 6.15 eV/Å

Structure (XYZ):
```
39
C18H14ClN3O2Ti (ωB97M-V/def2-TZVPD)
Cl 4.3569 -1.9795 2.2853
C 3.2780 1.7868 -0.4426
C 2.9443 1.3456 -1.7683
C 3.6158 0.0965 -1.9905
H 2.4677 1.9536 -2.5282
C 4.4121 -0.2376 -0.8358
C 4.1673 0.8058 0.1269
H 4.7141 0.8755 1.0380
H 3.0917 2.7828 -0.0666
H 3.6606 -0.4372 -2.9093
C 5.3741 -1.3456 -0.7206
Ti 2.3052 -0.3359 -0.2496
C 1.5919 -2.0868 -1.4016
O 0.6573 -2.6906 -1.7250
C 2.2538 -0.8011 1.9708
O 1.6297 -1.0156 2.9542
H 5.0713 -2.1964 -1.3442
H 5.4372 -1.6575 0.3356
H 6.3595 -0.9764 -1.0516
N -8.1741 -0.9774 1.9733
C -7.0852 -0.7046 1.6562
C -5.7560 -0.3526 1.2563
C -4.6904 -0.5303 2.1601
C -3.4051 -0.2295 1.7270
C -3.2492 0.2897 0.4536
C -4.2907 0.4976 -0.4307
C -5.5757 0.1527 -0.0421
N -1.9605 0.6552 0.0338
C -1.6361 1.4853 -1.0506
C -0.2721 1.4694 -1.1799
N 0.2489 0.5677 -0.2245
C -0.8082 0.1768 0.5451
H -4.8922 -0.8648 3.1818
H -2.5385 -0.3165 2.3679
H -4.0922 0.9477 -1.3890
H -6.4203 0.2997 -0.7240
H -2.4199 1.9931 -1.5481
H 0.3673 2.0202 -1.8603
H -0.7383 -0.4662 1.4170
```